Record 1
C26H44N2O6P | ωB97M-V/def2-TZVPD

Cartesian coordinates (Å):
C 3.2689 -4.4461 -1.2803
C 2.2180 -3.2491 -1.6415
C 1.9304 -2.3818 -0.3182
C 0.9796 -1.1084 -0.5319
C 1.7016 -0.1583 -1.6323
C -0.5601 -1.4220 -0.8478
C -0.8140 -2.0479 -2.2970
C -1.9527 -1.3474 -3.1710
O -1.5193 -0.0976 -3.8158
C -2.1119 0.0462 -5.0929
O -2.2323 1.1807 -5.6351
C -1.0180 -2.5069 0.2833
O -1.2367 -3.7222 0.1866
O -1.0651 -1.7154 1.5075
C -2.0036 -0.6602 1.1918
C -3.4333 -1.4769 1.1035
N -3.5831 -2.5106 2.1714
P -2.4117 0.6868 2.4401
N -3.4496 1.8055 1.8927
C -1.5537 -0.2383 -0.3222
C -1.0701 1.2932 -0.5530
O -0.1199 1.7558 0.4372
C 0.0132 3.1687 0.4612
C -1.2028 4.1613 0.5545
C -1.0824 5.6951 0.5842
C -2.4260 6.5567 0.6520
C 0.3230 6.3870 0.5378
C 1.5422 5.4344 0.4752
C 1.4236 3.8659 0.4480
C 2.8175 3.0802 0.4115
C 3.4060 2.8953 -1.1027
C 2.8411 1.7173 1.2715
H 2.8408 -5.4292 -1.7106
H 4.3040 -4.2788 -1.7282
H 3.2525 -4.5533 -0.1429
H 1.2760 -3.7989 -2.0302
H 2.5762 -2.6097 -2.5310
H 1.6282 -3.1038 0.5254
H 2.9627 -1.9566 -0.0016
H 0.9960 -0.5242 0.4667
H 2.8056 -0.4302 -1.7276
H 1.1455 -0.1220 -2.6382
H 1.6482 0.9079 -1.2100
H -1.0701 -3.1756 -2.2826
H 0.1530 -1.9862 -2.9285
H -2.1778 -2.0735 -4.0467
H -2.9654 -1.2328 -2.6274
H -2.4766 -0.8378 -5.7397
H -4.2368 -0.6731 1.3363
H -3.6633 -1.8512 0.0509
H -2.9970 -3.3405 1.9885
H -3.1831 -2.0707 3.0241
H -1.1907 1.3669 2.7710
H -2.9128 0.0100 3.6248
H -3.6689 1.5320 0.9134
H -2.6020 -0.1883 -0.8133
H -2.0225 1.9110 -0.6487
H -0.5408 1.3718 -1.5807
H -2.2625 3.7108 0.6021
H -2.8886 6.5839 -0.3996
H -3.1850 6.1100 1.3982
H -2.1717 7.6314 0.9887
H 0.3970 7.5274 0.5742
H 2.5771 5.9401 0.4448
H 3.5816 3.7831 0.9237
H 4.0877 3.7928 -1.3337
H 4.1148 1.9884 -1.0282
H 2.5906 2.7280 -1.8785
H 1.9362 1.7682 1.9875
H 2.8570 0.7722 0.6381
H 3.7647 1.7503 1.9665
C 1.0915 -4.8233 4.0111
C 0.6824 -4.5653 2.5454
O 1.8024 -4.4562 1.8219
H 1.6890 -3.9997 4.4175
H 0.1942 -4.9192 4.6405
H 1.6649 -5.7507 4.1160
H 0.0003 -3.6920 2.5874
H -0.0235 -5.3842 2.2952

Values from the calculation:
- net charge = -1
- lowest unoccupied orbital energy (hartree) = 0.0839
- energy above the lowest of the compared OMol25 structures with the same formula, charge and spin (kJ/mol) = 527.6
- E_tot (hartree) = -1919.02824
- orbital gap (eV) = 5.26

---

Record 2
C26H44N5O7P2S2Tl | ωB97M-V/def2-TZVPD

Cartesian coordinates (Å):
Tl -1.2543 -0.0924 -1.1970
C -4.4207 0.8363 2.8517
C -3.1937 0.5153 2.0458
N -2.7401 1.2383 1.0985
N -3.4067 2.3859 0.7981
C -2.9110 3.2591 -0.1297
N -3.6615 4.3684 -0.2683
S -1.5200 3.0248 -1.0105
C -2.4227 -0.7284 2.3357
C -2.3975 -1.2685 3.6161
C -1.6663 -2.4257 3.8345
C -0.9963 -3.0068 2.7725
C -1.0787 -2.3948 1.5300
N -1.7724 -1.2847 1.3156
H -5.2514 1.1169 2.1995
H -4.2403 1.6573 3.5524
H -4.7480 -0.0283 3.4230
H -4.1654 2.6882 1.3925
H -4.5911 4.4391 0.1109
H -3.3995 5.0074 -0.9989
H -2.9342 -0.7970 4.4291
H -1.6248 -2.8657 4.8228
H -0.4201 -3.9137 2.8974
H -0.5778 -2.8205 0.6667
O -2.5491 -2.9256 -1.2951
N -3.6874 -3.2601 -1.7153
C -3.8160 -4.4676 -2.3714
C -5.0153 -4.8974 -2.8297
C -6.1725 -4.1022 -2.6407
C -6.0578 -2.9106 -2.0041
C -4.8081 -2.4214 -1.5170
S -4.6213 -0.9609 -0.7628
H -2.8833 -5.0011 -2.4624
H -5.0691 -5.8507 -3.3358
H -7.1316 -4.4440 -3.0036
H -6.9105 -2.2682 -1.8403
C 0.2910 2.4327 2.3809
C 1.2481 3.1533 1.4533
C 2.3981 3.8236 2.1719
O 1.8054 2.2649 0.4279
P 2.0693 0.7286 0.5136
O 0.9084 -0.1926 0.4650
C 3.2502 0.4568 -0.8099
P 2.5688 0.4340 -2.5002
O 1.1146 0.6772 -2.5005
O 3.0826 -0.9059 -3.1499
C 2.6871 -2.2830 -2.8987
C 3.7216 -2.9484 -2.0125
C 1.2806 -2.4069 -2.3487
O 3.4459 1.4342 -3.3314
C 3.1049 2.8010 -3.7210
C 1.9047 2.8359 -4.6439
C 2.9371 3.6702 -2.4921
O 2.9193 0.5678 1.8482
C 3.0353 -0.7409 2.4862
C 1.9610 -0.8709 3.5438
C 4.4375 -0.8269 3.0417
H -0.2329 3.1732 2.9891
H 0.8233 1.7583 3.0530
H -0.4457 1.8676 1.8093
H 0.6938 3.8813 0.8649
H 2.9770 3.0932 2.7388
H 2.0078 4.5715 2.8644
H 3.0566 4.3255 1.4625
H 3.7238 -0.5065 -0.6102
H 4.0353 1.2108 -0.7422
H 2.7283 -2.7326 -3.8895
H 3.6232 -2.6288 -0.9726
H 4.7298 -2.7282 -2.3618
H 3.5787 -4.0297 -2.0361
H 1.2023 -1.9529 -1.3560
H 1.0325 -3.4661 -2.2611
H 0.5552 -1.9351 -3.0101
H 3.9919 3.1057 -4.2726
H 0.9853 2.5911 -4.1135
H 2.0308 2.1348 -5.4696
H 1.8184 3.8413 -5.0592
H 2.0585 3.3665 -1.9191
H 2.8021 4.7088 -2.7978
H 3.8199 3.6190 -1.8523
H 2.8863 -1.5071 1.7192
H 2.0947 -0.1015 4.3077
H 2.0284 -1.8474 4.0270
H 0.9726 -0.7695 3.0959
H 4.5980 -0.0412 3.7816
H 5.1791 -0.7148 2.2505
H 4.5898 -1.7927 3.5253

Values from the calculation:
- multiplicity = 2
- net charge = +1
- lowest unoccupied orbital energy (alpha / beta) (hartree) = -0.0815 / -0.1661
- E_tot (hartree) = -3469.14202
- orbital gap (alpha / beta) (eV) = 8.15 / 5.91

---

Record 3
C26H44N6O3 | ωB97M-V/def2-TZVPD

Cartesian coordinates (Å):
C -17.9906 1.3613 -5.8295
C -18.4328 0.2588 -4.9335
C -17.5447 0.6639 -3.6923
O -17.7947 2.0473 -3.5353
C -17.9743 2.5775 -4.8922
H -18.6116 1.6733 -6.6692
H -16.9305 1.2014 -6.0265
H -18.0685 -0.6749 -5.3620
H -19.4774 0.3060 -4.6256
H -16.4726 0.4748 -3.7466
H -17.9262 0.1148 -2.8314
H -17.1040 3.1662 -5.1821
H -18.8889 3.1649 -4.9727
C -16.8724 7.5376 -5.6917
C -15.3419 7.4430 -5.8010
C -15.0780 7.3798 -7.3172
O -16.2055 8.1506 -7.8409
C -17.2008 8.4592 -6.8759
H -17.3324 7.8374 -4.7500
H -17.2719 6.5505 -5.9241
H -15.0256 6.5122 -5.3303
H -14.8461 8.3338 -5.4153
H -15.2549 6.3629 -7.6673
H -14.1655 7.8632 -7.6661
H -18.1874 8.2159 -7.2705
H -17.1069 9.5085 -6.5963
C -21.1872 7.7020 -8.2331
C -22.3665 8.5095 -7.7611
C -23.5378 7.5854 -7.7377
O -23.0889 6.2694 -8.2392
C -21.8154 6.3935 -8.7664
H -20.4625 7.5083 -7.4423
H -20.6249 8.2055 -9.0195
H -22.4642 9.4462 -8.3098
H -22.1379 8.7128 -6.7150
H -24.2889 7.9260 -8.4503
H -24.1310 7.4369 -6.8353
H -21.8766 6.4233 -9.8543
H -21.1596 5.5826 -8.4493
C -19.1115 5.4238 -0.1836
C -20.5712 5.5359 -0.3965
N -21.7542 5.6379 -0.5363
H -18.8416 6.1509 0.5823
H -18.5473 5.5701 -1.1047
H -18.8906 4.4214 0.1830
C -16.1827 6.4162 -2.4393
C -15.7698 5.1633 -1.7661
N -15.4010 4.1906 -1.2899
H -16.7226 6.0641 -3.3183
H -15.2837 6.9153 -2.8009
H -16.7428 7.1238 -1.8280
C -19.5705 9.2334 -2.6124
C -19.8574 9.6710 -3.9881
N -20.0978 9.9674 -5.0967
H -18.6129 8.7208 -2.5205
H -20.4342 8.6940 -2.2237
H -19.3886 10.0572 -1.9223
C -21.3190 5.5178 -5.2614
C -20.1904 5.9307 -4.4593
N -19.2250 6.1531 -3.8034
H -21.8408 6.4006 -5.6305
H -21.9383 4.8765 -4.6342
H -21.0592 4.8430 -6.0771
C -23.3406 10.9025 -3.8683
C -23.1838 9.4618 -3.9193
N -23.0396 8.3355 -3.9166
H -24.3544 11.2997 -3.9190
H -22.9116 11.2294 -4.8155
H -22.6765 11.2920 -3.0968
N -24.2767 2.5383 -5.2702
C -23.6848 3.2173 -6.3422
C -22.4442 2.6661 -6.6224
C -22.3235 1.6041 -5.7130
C -23.3683 1.6432 -4.7906
H -25.1652 2.8325 -4.8904
H -24.1730 4.0318 -6.8568
H -21.7353 2.9662 -7.3798
H -21.4758 0.9390 -5.6401
H -23.5673 1.1233 -3.8651

Values from the calculation:
- net charge = 0
- lowest unoccupied orbital energy (hartree) = 0.0152
- E_tot (hartree) = -1571.18336
- SMILES = c1cc[nH]c1.C1CCOC1.C1CCOC1.C1CCOC1.CC#N.CC#N.CC#N.CC#N.CC#N
- orbital gap (eV) = 8.58

---

Record 4
C26H45CeN3P2 | ωB97M-V/def2-TZVPD

Cartesian coordinates (Å):
Ce 0.1651 -0.2218 -0.0020
C 2.2311 0.0040 1.5055
C 2.5252 -0.9785 0.4814
C 2.3502 1.1077 -0.5558
C 2.1787 1.2921 0.8617
C 2.5857 -0.2983 -0.7991
C 2.0868 -0.2660 2.9691
H 1.6442 -1.2506 3.1696
H 1.4497 0.4781 3.4634
H 3.0546 -0.2454 3.4925
C 2.1138 2.5968 1.5747
H 1.9892 2.4612 2.6492
H 1.2938 3.2293 1.2290
H 3.0301 3.1839 1.4406
C 2.3350 2.1611 -1.6128
H 3.3425 2.3986 -1.9768
H 1.9001 3.0957 -1.2467
H 1.7566 1.8573 -2.4956
C 2.9798 -0.9262 -2.0956
H 4.0757 -0.9298 -2.2256
H 2.5589 -0.3875 -2.9545
H 2.6520 -1.9703 -2.1742
C 2.9067 -2.3962 0.7213
H 3.9278 -2.4716 1.1327
H 2.8868 -2.9734 -0.2086
H 2.2275 -2.8815 1.4306
C -1.6849 -3.2080 0.3887
C -0.5996 -3.4501 1.1424
C 0.0049 -4.8203 1.2506
C 0.7735 -5.3881 0.0118
C 0.8287 -4.5841 -1.2564
C -0.2767 -4.3621 -1.9968
C -1.6172 -4.9146 -1.6040
C -2.3737 -4.2916 -0.3900
H -0.7677 -5.5711 1.5015
H 0.3102 -6.3680 -0.2019
H 0.6954 -4.8248 2.1122
H -2.6443 -5.1362 0.2703
H -2.1869 -2.2250 0.3855
H -0.1610 -2.6861 1.8124
H -3.3384 -3.8987 -0.7523
H -2.2787 -4.8323 -2.4824
H -0.2245 -3.8448 -2.9605
H -1.5248 -5.9949 -1.3867
H 1.8077 -5.5986 0.3292
H 1.8231 -4.2783 -1.6067
P -1.6932 0.5987 2.2118
C -1.2713 2.1701 3.0843
H -2.0717 2.4284 3.7949
H -1.1459 3.0090 2.3824
H -0.3261 2.0456 3.6328
C -3.4284 0.9453 1.7176
H -4.0008 1.3517 2.5668
H -3.9114 0.0207 1.3690
H -3.4504 1.6737 0.8932
C -1.8933 -0.5630 3.6057
H -2.3756 -1.4821 3.2493
H -2.4982 -0.1207 4.4112
H -0.9028 -0.8310 4.0032
P -1.3175 0.1468 -2.6233
C -0.2919 -0.5810 -3.9675
H -0.9293 -0.9206 -4.8025
H 0.2930 -1.4362 -3.5887
H 0.4291 0.1734 -4.3341
C -2.8992 -0.7680 -2.7852
H -2.7010 -1.8425 -2.9221
H -3.5014 -0.3970 -3.6344
H -3.4857 -0.6415 -1.8591
C -1.7421 1.7941 -3.2921
H -2.1472 1.7438 -4.3136
H -0.8538 2.4414 -3.2957
H -2.4904 2.2673 -2.6450
N -0.7079 1.9655 -0.1831
C -0.7171 3.1622 -0.2412
N -0.8102 4.4092 -0.4606
C -0.2527 5.3650 0.2815
N 0.1979 6.2820 0.8570

Values from the calculation:
- multiplicity = 2
- net charge = +1
- lowest unoccupied orbital energy (alpha / beta) (hartree) = -0.1036 / -0.1012
- E_tot (hartree) = -2339.58623
- orbital gap (alpha / beta) (eV) = 8.30 / 8.35

---

Record 5
C26H45ClFIO7S2 | ωB97M-V/def2-TZVPD

Cartesian coordinates (Å):
C -4.0771 -5.8259 1.1300
C -3.4960 -5.0608 2.3336
C -1.9926 -4.8139 2.2272
C -1.3936 -4.1122 3.4456
C 0.1460 -4.1823 3.5114
C 0.8975 -2.8451 3.6011
C 0.4029 -1.7570 2.6418
C 1.3468 -0.5412 2.5714
C 1.5958 -0.0228 1.1487
C 0.4276 0.8305 0.6185
C 0.6502 2.1486 -0.1424
C 1.2974 3.2579 0.7330
C 2.2519 2.9300 1.8865
C 3.7120 2.6743 1.5412
Cl 4.5744 2.0367 2.9818
O -0.7569 2.6483 -0.2684
C -1.2987 2.1772 -1.3854
O -2.4341 1.9094 -1.4931
C -0.2465 2.1210 -2.4635
S -0.6561 0.9721 -3.8024
I -0.6414 4.0139 -3.4540
C 1.1227 1.9714 -1.6590
C 1.7312 0.5703 -1.9334
C 3.0994 0.2207 -1.3074
C 4.2275 0.1008 -2.3496
S 5.8028 0.5859 -1.6715
O 5.8017 0.3613 -0.2522
O 6.1794 1.8452 -2.2256
O 6.7575 -0.5355 -2.2959
C 2.1184 3.0876 -2.0710
C 2.6436 3.0552 -3.5053
F 3.2415 3.0244 -1.2207
H -4.9305 -5.3065 0.6878
H -4.4251 -6.8225 1.4137
H -3.3260 -5.9517 0.3434
H -4.0095 -4.0988 2.4421
H -3.6822 -5.6186 3.2588
H -1.7906 -4.2287 1.3192
H -1.4837 -5.7793 2.0886
H -1.7303 -3.0711 3.4654
H -1.8196 -4.5806 4.3420
H 0.5218 -4.7260 2.6346
H 0.4258 -4.7889 4.3792
H 1.9513 -3.0333 3.3577
H 0.8873 -2.4682 4.6310
H -0.5962 -1.4255 2.9426
H 0.2836 -2.1975 1.6416
H 0.9171 0.2694 3.1729
H 2.3115 -0.7901 3.0273
H 1.7045 -0.8995 0.4966
H 2.5527 0.5000 1.1061
H -0.2157 0.2056 -0.0167
H -0.2022 1.1271 1.4654
H 0.4310 3.7263 1.2079
H 1.7450 4.0295 0.1079
H 2.2327 3.8065 2.5446
H 1.8653 2.1076 2.4949
H 4.2226 3.5974 1.2650
H 3.8789 1.9430 0.7539
H -0.6577 -0.1376 -3.0485
H 1.0007 -0.1750 -1.6040
H 1.8040 0.4620 -3.0173
H 3.3777 0.9422 -0.5464
H 3.0303 -0.7410 -0.7959
H 4.0704 0.7287 -3.2243
H 4.3304 -0.9293 -2.6928
H 7.2332 -0.9689 -1.5682
H 1.6549 4.0542 -1.8667
H 2.0724 2.3892 -4.1572
H 3.6910 2.7485 -3.4836
H 2.6040 4.0508 -3.9505
O -6.7715 -0.5649 -3.3427
C -6.6255 0.4325 -2.6993
O -7.5830 0.8837 -1.8484
C -7.1889 2.1392 -1.2694
C -5.6689 2.1756 -1.3860
C -5.4392 1.3760 -2.6642
H -7.6664 2.9414 -1.8373
H -7.5573 2.1627 -0.2466
H -5.2625 3.1837 -1.4143
H -5.2132 1.6558 -0.5432
H -5.4824 2.0004 -3.5593
H -4.5072 0.8188 -2.6790

Values from the calculation:
- net charge = 0
- lowest unoccupied orbital energy (hartree) = -0.0230
- E_tot (hartree) = -3198.48889
- orbital gap (eV) = 9.30

---

Record 6
C26H45ClFeN3OS2SbSi3 | ωB97M-V/def2-TZVPD

Cartesian coordinates (Å):
Fe -1.2897 -3.8178 0.7090
O -0.6556 -7.3862 2.0152
C -0.8617 -6.1827 1.8247
N -0.3866 -5.4431 0.7231
C 0.2452 -6.1520 -0.3872
C -0.3192 -5.4822 -1.6586
C -0.2279 -5.9929 -2.9191
C -0.5938 -5.2113 -4.0228
C -1.0779 -3.9300 -3.8075
C -1.2727 -3.5530 -2.5112
N -0.8272 -4.2385 -1.4681
C -1.4213 -5.4110 2.9594
C -1.7206 -6.0136 4.1825
C -2.2676 -5.2663 5.2241
C -2.4192 -3.8915 4.9886
C -1.8730 -3.3094 3.8542
N -1.4863 -4.0972 2.7808
H 0.0832 -7.1868 -0.3269
H 1.3275 -6.0126 -0.5266
H 0.1075 -7.0577 -3.0352
H -0.4525 -5.5777 -5.0559
H -1.4561 -3.2636 -4.6066
H -1.7922 -2.6661 -2.3270
H -1.5918 -7.0657 4.1549
H -2.7362 -5.7845 6.0881
H -2.9644 -3.2556 5.6837
H -1.7166 -2.2490 3.7747
C -4.0339 -0.3991 0.1651
C -3.4118 -1.7404 0.1734
S -1.9161 -1.7750 1.1118
C -3.9703 -2.8745 -0.3047
C -5.3147 -2.8507 -1.0988
S -3.1943 -4.3798 -0.1888
H -3.1548 0.2529 0.2559
H -4.5625 -0.2905 1.0985
H -4.5975 -0.2264 -0.7128
H -6.1243 -2.3675 -0.5404
H -5.6961 -3.8805 -1.3397
H -5.2012 -2.2944 -2.0480
C 0.1874 5.5671 1.6064
Si 0.6887 3.6472 1.4313
C -0.8065 2.5371 1.2568
C 1.7974 2.9931 2.8262
Sb 1.9698 3.2167 -0.8359
Si 4.5389 3.4642 -0.5824
C 5.3754 1.8747 -1.2401
C 4.9353 4.0512 1.2648
C 5.1314 5.0009 -1.5221
Si 0.7811 4.9609 -2.2324
C 1.2199 4.5974 -4.0337
C -1.0702 4.4121 -2.0210
C 0.8724 6.7180 -1.6307
H -0.4028 5.7456 2.5179
H -0.4215 5.8250 0.7473
H 1.1402 6.0545 1.6204
H -1.1529 2.2354 2.2513
H -0.4188 1.6883 0.7404
H -1.6196 3.0619 0.6922
H 2.4185 3.7471 3.2766
H 2.4002 2.1755 2.4559
H 1.1040 2.5124 3.5812
H 4.9719 1.5245 -2.1737
H 5.4378 1.1583 -0.4875
H 6.3777 2.1561 -1.5582
H 6.0584 4.2146 1.2942
H 4.7244 3.2319 2.0294
H 4.3725 4.9237 1.5955
H 6.2577 5.1145 -1.3854
H 4.7132 5.9659 -1.2195
H 5.0087 4.8930 -2.5967
H 1.6024 3.5996 -4.2864
H 1.8699 5.3908 -4.3783
H 0.2806 4.6023 -4.5879
H -1.4007 3.4197 -2.3251
H -1.7966 5.0230 -2.5562
H -1.4452 4.4767 -1.0074
H 0.7741 7.3153 -2.6398
H 1.8704 6.8427 -1.1924
H 0.1101 7.1006 -0.9662
Cl 1.0204 -1.9146 2.2655
C 0.2538 -2.2678 0.7325
H 0.7660 -3.1207 0.3450
H 0.3285 -1.4124 0.0466

Values from the calculation:
- multiplicity = 6
- net charge = -1
- lowest unoccupied orbital energy (alpha / beta) (hartree) = 0.0744 / 0.0744
- energy above the lowest of the compared OMol25 structures with the same formula, charge and spin (kJ/mol) = 244.9
- E_tot (hartree) = -4886.18653
- orbital gap (alpha / beta) (eV) = 2.96 / 6.06